(1)
The following is a quantum chemistry calculation of a gas-phase ion, C4H4NO (charge +1), from OMol25.

LUMO energy   -9.132 eV
Net charge   +1
Energy relative to the best compared isomer or geometry (same formula, charge and spin)   326.6 kJ/mol
HOMO level   -16.52 eV

Cartesian coordinates (Å):
C 1.1348 -0.9602 -0.5917
C 0.7581 1.0751 0.3075
C 0.0611 -0.2258 -0.2453
C -1.2887 -0.4634 -0.0275
N 2.3039 -0.8174 -0.5057
O 1.9459 0.9624 0.4908
H 0.1685 1.9376 0.4947
H -1.6490 0.5347 0.2853
H -1.6652 -1.1336 0.7152
H -1.7693 -0.9093 -0.9234

Cartesian forces (eV/Å) of the 3 atoms listed first:
2.2 -1.7 -1.5
2.7 -0.5 -0.1
1.0 0.1 1.7

Atom charges from the natural (NBO) analysis, given in e for atoms 1 to 2:
1. C 0.08
2. C 0.34

---

(2)
The following is a quantum chemistry calculation of a gas-phase ion, C5H8N (charge +1), from OMol25.

LUMO energy   -3.942 eV
SMILES   C=C=C=CC[NH3+]
Net charge   +1
Energy relative to the best compared isomer or geometry (same formula, charge and spin)   331.2 kJ/mol
HOMO level   -13.02 eV

Cartesian coordinates (Å):
C 2.0234 -0.3769 0.7182
C 2.8058 -0.4882 1.7304
C -1.0944 0.1936 -1.4090
C 0.3413 -0.3176 -1.2900
C 1.0584 -0.2535 -0.0882
N -1.4731 0.4989 0.0353
H 3.8716 -0.8516 1.5946
H 2.5651 -0.0500 2.7378
H -1.2524 1.0214 -2.1242
H -1.8809 -0.5449 -1.8085
H 0.7969 -0.5932 -2.2520
H -0.6605 0.8670 0.5388
H -2.2436 1.2123 0.0294
H -1.8160 -0.4148 0.3683

Cartesian forces (eV/Å) of the 3 atoms listed first:
-0.7 0.0 0.3
2.6 0.4 1.7
-0.2 -1.1 -0.2

Atom charges from the natural (NBO) analysis, given in e for atoms 1 to 2:
1. C 0.04
2. C -0.36